DFT (the ωB97M-V functional and the def2-TZVPD basis) results for 8 unconnected molecules or ions with the total composition C27H48Cl4F8O6 at a distorted geometry.

Results
**E_tot**: -4148.5061 Eh
**Max |F|**: 4.4 eV/A
**Charge**: 0
**Multiplicity**: 1
**Relative energy (zero: lowest compared OMol25 entry of this formula, charge and spin)**: 85.79 kcal per mole

Atoms and positions in Å:
F1 0.66261 9.34717 3.54854
C1 1.54243 8.75901 2.71098
F2 2.44980 9.55435 2.27208
C2 2.21121 7.49943 3.27404
F3 3.09227 7.92891 4.17409
F4 3.04168 6.81301 2.43973
C3 1.34038 6.37678 3.94065
O1 0.41078 5.72298 3.04243
C4 0.82510 4.56541 2.34257
F5 1.99960 4.77007 1.80873
F6 1.01834 3.64971 3.32895
C5 -0.25527 4.02327 1.32606
F7 -0.62790 4.98107 0.42651
F8 -0.08269 2.86753 0.65975
H1 0.86873 8.53622 1.88358
H2 0.74519 6.92832 4.66842
H3 2.02918 5.70941 4.45860
H4 -1.13238 3.84428 1.94795
C6 4.59957 -2.75558 -2.10258
C7 3.78522 -2.68113 -0.82980
C8 4.59440 -1.73375 0.13184
O2 5.55762 -1.09897 -0.79072
C9 5.91114 -1.99451 -1.77210
H5 4.13509 -2.12110 -2.85742
H6 4.88979 -3.75779 -2.41792
H7 3.76991 -3.69161 -0.42140
H8 2.81447 -2.25059 -1.07553
H9 5.15934 -2.26529 0.89761
H10 3.85851 -1.17089 0.70608
H11 6.73035 -2.65444 -1.48664
H12 6.12932 -1.50377 -2.72061
C10 -0.13850 -6.52865 -0.49426
C11 -0.34031 -6.06348 0.91409
C12 -1.18365 -4.78332 0.75015
O3 -1.56791 -4.63044 -0.59856
C13 -1.38662 -5.95219 -1.21939
H13 -0.08207 -7.61687 -0.46768
H14 0.75156 -6.07050 -0.92552
H15 0.59937 -6.04540 1.46615
H16 -0.93963 -6.78717 1.46653
H17 -0.50404 -3.97006 1.00479
H18 -1.99841 -4.74407 1.47315
H19 -1.19132 -5.90012 -2.29049
H20 -2.31291 -6.52639 -1.20034
C14 -5.03758 -0.90957 -4.91588
C15 -4.79961 -0.89588 -3.38885
C16 -3.29426 -1.16599 -3.37043
O4 -3.09940 -2.12978 -4.38360
C17 -3.94089 -1.82650 -5.50655
H21 -4.86091 0.06902 -5.36225
H22 -6.08725 -1.07860 -5.15613
H23 -5.46961 -1.62309 -2.93021
H24 -4.97955 0.10508 -2.99666
H25 -3.01970 -1.46749 -2.35958
H26 -2.66340 -0.33614 -3.68896
H27 -4.33911 -2.69256 -6.03518
H28 -3.46114 -1.22667 -6.27994
C18 -5.29898 -1.84529 1.24360
C19 -5.78634 -1.74392 2.64718
C20 -6.17348 -0.25658 2.75274
O5 -5.45111 0.44329 1.78682
C21 -5.37039 -0.40853 0.68139
H29 -5.87941 -2.53741 0.63355
H30 -4.31940 -2.32047 1.29585
H31 -4.92730 -1.89455 3.30098
H32 -6.63586 -2.41099 2.79357
H33 -5.92752 0.15586 3.73126
H34 -7.25080 -0.12782 2.64825
H35 -4.45681 -0.11390 0.16499
H36 -6.24588 -0.25596 0.05025
C22 2.98773 2.15417 -0.54194
C23 3.14466 1.19357 -1.69586
C24 4.19051 1.73323 -2.57581
O6 4.84959 2.76380 -1.78646
C25 3.91371 3.34518 -0.89593
H37 3.45573 1.75466 0.35776
H38 1.98234 2.50422 -0.30797
H39 2.16843 1.06627 -2.16370
H40 3.44521 0.22356 -1.29982
H41 3.78290 2.13470 -3.50359
H42 4.80220 0.89071 -2.89842
H43 3.42315 4.08485 -1.52865
H44 4.27884 3.93478 -0.05502
Cl1 3.75319 -0.49410 4.54066
C26 2.19759 -0.69088 3.70407
Cl2 2.06471 0.72492 2.63839
H45 2.29696 -1.57327 3.07192
H46 1.33285 -0.69292 4.36764
Cl3 0.82953 -1.76162 0.60294
C27 -0.18677 -0.58759 -0.17719
Cl4 -1.68910 -0.34673 0.71626
H47 0.31256 0.37725 -0.08853
H48 -0.34016 -0.82294 -1.23037

Löwdin atomic charge list, values in e, 4 entries: 0.0966 -0.3733 0.1655 -0.4353